Entry from OMol25: a structure of composition C49H48N4O3P3SW in a non-equilibrium geometry (ωB97M-V/def2-TZVPD).

Summary:
Spin multiplicity: 3
Net charge: +3
Total energy (eV): -104197.205
Energy relative to the best compared isomer or geometry (same formula, charge and spin) (kcal per mole): 39.4
Largest force on an atom (eV Å⁻¹): 3.20

Element x y z (Å)
1 H 7.613 13.315 17.708
2 C 10.284 14.210 12.125
3 H 11.782 14.570 9.060
4 H 11.818 5.771 14.276
5 H 10.723 14.876 16.248
6 H 7.379 13.292 8.275
7 N 15.025 11.741 15.546
8 C 13.315 12.779 9.238
9 C 9.500 16.244 11.031
10 P 10.530 10.323 10.930
11 C 8.808 13.233 15.860
12 H 8.873 17.150 11.046
13 C 10.097 5.896 9.606
14 H 9.753 13.099 16.398
15 C 12.952 14.282 13.842
16 C 11.303 6.638 9.487
17 O 9.587 10.167 14.902
18 H 13.662 10.241 12.096
19 O 8.467 8.549 13.635
20 C 11.719 14.225 14.440
21 H 8.073 5.968 10.312
22 C 13.823 11.500 14.939
23 H 7.985 10.283 12.153
24 C 7.634 13.317 16.588
25 H 11.265 6.349 12.632
26 C 9.511 15.427 12.157
27 H 10.123 8.271 16.178
28 H 11.293 7.067 16.371
29 H 15.701 12.330 11.517
30 H 9.096 15.743 13.076
31 H 13.036 13.745 12.929
32 H 5.810 11.019 11.640
33 H 12.424 8.273 10.014
34 C 11.141 14.804 9.910
35 C 13.005 11.008 7.626
36 H 10.002 4.925 9.195
37 H 17.293 12.001 12.323
38 C 16.243 11.678 12.198
39 C 15.568 11.644 13.472
40 C 6.412 13.443 15.879
41 C 8.856 13.353 14.512
42 C 12.310 12.213 9.957
43 H 12.637 15.946 17.226
44 H 13.208 10.610 6.662
45 C 16.292 8.102 14.241
46 H 5.457 12.613 9.614
47 H 16.209 8.082 16.380
48 H 6.625 7.983 14.225
49 H 14.855 15.932 16.104
50 C 10.307 15.918 9.914
51 C 8.804 12.191 9.539
52 H 11.728 8.773 16.779
53 C 11.438 7.898 10.008
54 C 12.761 15.438 16.292
55 S 12.319 11.166 15.589
56 H 11.482 9.609 8.091
57 H 14.450 12.557 7.421
58 C 15.645 8.012 15.482
59 H 7.610 13.682 12.805
60 H 16.267 10.676 11.781
61 C 12.055 10.420 8.484
62 C 6.445 12.249 9.891
63 C 7.532 12.708 9.180
64 C 6.457 13.525 14.510
65 P 11.733 8.187 14.281
66 W 11.012 10.559 13.478
67 C 7.840 10.910 11.308
68 C 14.219 7.893 13.053
69 C 13.551 8.021 14.277
70 H 7.851 7.230 15.188
71 C 9.032 6.568 10.156
72 H 14.940 14.934 13.794
73 C 11.152 6.532 13.706
74 C 13.993 15.551 15.605
75 C 11.718 10.961 9.698
76 H 5.500 13.617 13.983
77 N 14.174 11.451 13.607
78 H 16.168 7.923 12.183
79 H 7.413 8.879 15.587
80 H 15.220 11.959 16.520
81 H 13.637 7.823 12.108
82 H 8.177 8.349 10.783
83 H 5.422 13.449 16.350
84 C 9.285 9.544 13.830
85 H 17.357 8.317 14.237
86 H 13.114 11.810 11.964
87 C 14.033 14.929 14.346
88 C 10.302 8.637 10.475
89 C 11.604 14.851 15.686
90 C 13.699 12.123 8.040
91 H 13.783 7.839 16.451
92 C 9.123 7.932 10.570
93 P 10.457 13.213 13.575
94 O 11.830 12.798 11.111
95 H 10.258 16.558 9.021
96 C 11.214 8.101 16.104
97 C 7.647 13.485 13.828
98 H 13.800 13.666 9.555
99 C 7.537 8.201 14.735
100 C 8.946 11.264 10.552
101 N 16.074 11.831 14.636
102 C 6.600 11.399 10.987
103 H 10.129 6.532 14.036
104 H 9.668 12.393 8.973
105 C 11.074 13.970 11.007
106 H 12.201 6.253 9.084
107 N 13.246 11.029 12.605
108 C 14.265 7.987 15.476
109 C 15.642 7.979 13.075


Entry from OMol25: a structure of composition C49H48N8O2S2Y (ωB97M-V/def2-TZVPD).

Summary:
Net charge: -1
Total energy (eV): -90330.195
Energy relative to the best compared isomer or geometry (same formula, charge and spin) (kcal per mole): 3.4
Largest force on an atom (eV Å⁻¹): 0.66

Element x y z (Å)
1 S 1.238 -3.496 2.558
2 C 3.953 3.750 1.600
3 H 5.440 1.382 -1.471
4 H 3.268 -2.833 -5.320
5 H -1.486 -2.379 4.390
6 H 4.822 2.756 -3.513
7 N -0.891 2.342 -1.097
8 H 1.390 0.487 5.760
9 H -1.008 -3.502 -3.951
10 C -0.532 -1.115 2.957
11 H 4.837 4.352 1.765
12 H -5.099 -2.392 0.256
13 N 1.801 1.536 3.478
14 H 2.745 -2.665 -2.052
15 H -2.805 2.568 5.729
16 C 2.899 -0.119 -3.302
17 H -2.568 -3.242 1.395
18 O -3.820 2.736 0.679
19 C -1.139 -2.876 -3.064
20 H -4.379 -2.021 -1.320
21 C -1.259 4.972 -1.789
22 C -3.168 -1.395 0.372
23 H 3.486 2.217 -4.554
24 H -1.716 3.776 5.042
25 H -4.166 0.964 5.110
26 H 0.188 4.545 -3.355
27 H -0.957 -0.838 -2.452
28 H -4.471 -2.397 2.506
29 C -2.104 2.761 4.911
30 H 1.757 2.836 -0.751
31 H 3.707 4.280 -0.491
32 H -2.631 -0.696 -0.268
33 O 0.956 2.204 -4.048
34 H -2.585 -3.364 -0.363
35 C 2.381 -3.380 -1.329
36 C -2.889 0.568 1.989
37 H -3.707 4.596 3.701
38 C 4.298 1.878 -3.909
39 H 3.080 1.672 -2.177
40 C 1.529 -0.248 -3.023
41 C 3.338 3.712 0.351
42 N 1.523 -8.140 -1.404
43 C -0.803 -1.558 4.239
44 C -2.352 -2.702 0.472
45 C -0.224 2.858 -2.129
46 C 2.288 2.203 2.391
47 H -1.270 -2.531 0.438
48 H -2.072 2.961 2.792
49 C 2.245 2.903 0.211
50 C -4.106 -1.392 2.701
51 H 4.566 -0.985 -4.330
52 C -3.378 -0.723 1.724
53 H -4.497 3.511 2.541
54 C -3.188 1.199 3.221
55 C -2.684 2.309 0.479
56 H -1.025 -1.593 2.127
57 C 0.792 -1.309 -3.571
58 C 3.504 -1.066 -4.120
59 C 2.708 -5.122 -3.018
60 S 2.238 -1.180 0.199
61 H -1.281 2.058 5.004
62 C -3.924 0.491 4.163
63 H 5.518 -0.152 -2.357
64 H -0.239 -1.313 6.294
65 H -1.180 0.207 -4.674
66 C -1.469 -0.836 -4.515
67 C 2.008 -2.925 -0.069
68 C 4.846 0.535 -1.834
69 C -2.786 2.632 3.546
70 C -0.108 -0.978 5.274
71 C 0.793 0.030 4.980
72 H -1.235 -1.395 -5.424
73 C -2.028 4.401 -0.784
74 N -2.103 1.209 0.984
75 N 0.830 0.732 -2.251
76 C -1.816 3.069 -0.479
77 H -1.381 6.018 -2.041
78 H 4.422 0.008 -0.979
79 C 2.779 -2.105 -4.683
80 C 3.734 1.030 -2.765
81 C -0.703 -1.433 -3.332
82 C 3.429 2.999 2.617
83 H 3.891 2.987 3.595
84 H 0.866 -3.033 -4.854
85 H -2.550 -0.879 -4.348
86 C -4.009 3.561 3.509
87 H 1.127 -5.935 1.230
88 C 1.809 -5.644 -0.770
89 Y 0.100 0.421 0.108
90 C 2.295 -4.715 -1.706
91 C -4.522 -1.650 -0.301
92 C 1.472 -5.218 0.500
93 H -4.727 3.265 4.280
94 H 5.011 1.303 -4.508
95 H -2.788 4.950 -0.246
96 N 3.043 -5.449 -4.071
97 H -2.197 -2.905 -2.793
98 C 0.905 0.479 3.670
99 H -0.554 -3.320 -2.254
100 C 1.656 -7.032 -1.121
101 H 2.319 1.731 4.314
102 C 1.427 -2.216 -4.413
103 N 0.227 -0.049 2.660
104 C 0.610 1.876 -2.912
105 H -4.957 -1.321 4.668
106 C -4.377 -0.796 3.918
107 H -5.103 -0.727 -0.349
108 N 1.702 2.151 1.192
109 C 1.591 -3.868 0.919
110 C -0.372 4.178 -2.506